Record 1
DFT (the ωB97M-V functional and the def2-TZVPD basis) results for C19H14BrClF3NOS in the gas phase in a non-equilibrium geometry.

Values from the calculation:
SMILES string: C#CCCCc1cccc2c1Nc1cc(Br)c(COC(F)(F)F)c(Cl)c1S2
LUMO, eV: -0.35
Net charge: 0
Frontier orbital gap, eV: 7.9
HOMO energy, eV: -8.2

Structure (XYZ):
```
41
Properties=species:S:1:pos:R:3:lowdin_charge:R:1
F -6.624 -3.350 -0.473 0.050
F -6.083 -4.181 1.663 0.074
H 4.697 -0.416 -2.293 0.112
C 3.036 1.095 -2.156 -0.179
H 5.241 1.300 -0.152 0.105
C -3.320 -0.327 -0.958 -0.526
C -3.805 -0.143 0.532 -0.134
F -7.352 -2.168 1.454 0.058
H 2.766 -2.511 -2.053 0.109
H -1.562 0.163 -2.458 0.101
C 2.609 2.006 2.478 -0.073
N 0.285 1.628 -0.927 -0.011
S -0.418 2.268 2.312 0.850
H 1.931 -1.206 -0.922 0.117
H 2.563 2.251 3.612 0.093
H 5.638 -1.595 1.561 0.053
Cl -3.512 0.910 3.302 0.554
C 1.404 1.665 0.051 -0.155
H 3.267 -0.701 -3.537 0.112
H 5.021 1.815 2.548 0.090
C 4.191 1.455 0.326 -0.029
Br -4.324 -1.283 -2.389 0.665
C -2.910 0.675 1.572 -0.470
C 4.954 -1.857 0.662 0.034
C -5.231 -0.824 0.940 -0.155
C 2.924 -1.534 -1.433 -0.189
H 2.050 1.222 -2.737 0.094
C -6.285 -2.977 0.888 -0.371
H -5.516 -0.505 2.018 0.114
C -1.496 1.285 1.123 -0.383
C -0.977 1.097 -0.354 -0.180
H -6.020 -0.449 0.182 0.140
O -5.021 -2.291 0.862 -0.040
H 3.791 1.840 -2.644 0.118
C 2.868 1.409 -0.558 -0.093
C 4.069 -1.901 -0.327 -0.111
C 3.540 -0.431 -2.444 -0.212
C 1.298 1.968 1.595 -0.391
C 4.071 1.773 1.887 -0.055
C -1.923 0.286 -1.357 -0.024
H 0.164 2.541 -1.395 0.139
```

---

Record 2
DFT (the ωB97M-V functional and the def2-TZVPD basis) results for a molecular structure, C16H22AgN8OS in a non-equilibrium geometry.

Values from the calculation:
LUMO, eV: 2.60
Net charge: -1
Frontier orbital gap, eV: 6.8
ΔE to the lowest compared entry with this formula, charge and spin, kJ/mol: 15.06
HOMO energy, eV: -4.2

Structure (XYZ):
```
49
Properties=species:S:1:pos:R:3:lowdin_charge:R:1
C 8.611 7.600 8.367 -0.501
C 8.105 5.351 7.783 -0.091
C 9.652 10.142 14.022 -0.123
C 13.889 8.356 10.633 -0.148
C 12.323 8.028 12.302 -0.210
H 7.891 11.144 8.925 0.083
H 9.431 6.183 9.305 0.035
C 16.136 8.462 7.800 -0.136
H 11.591 9.386 14.593 0.099
H 11.161 10.511 8.590 0.068
H 7.765 10.790 13.232 0.085
C 9.331 9.934 8.315 -0.577
C 10.196 9.150 11.492 -0.064
H 5.676 6.846 7.957 0.086
H 9.327 11.936 8.452 0.101
N 13.921 8.057 8.187 -0.096
H 9.465 10.578 15.022 0.097
S 9.626 7.784 4.817 0.509
H 7.881 5.013 8.793 0.082
H 6.161 6.562 6.239 0.090
C 15.877 8.620 9.188 -0.101
H 16.610 8.895 9.936 0.080
N 10.574 9.711 8.384 0.112
C 8.972 9.765 11.724 -0.083
C 6.430 7.103 7.179 -0.059
H 14.676 7.838 6.215 0.070
C 10.885 9.522 13.781 -0.066
H 7.823 9.090 7.324 0.093
C 8.681 10.236 13.028 -0.113
H 7.502 4.763 7.088 0.085
C 11.141 9.007 12.508 -0.190
H 11.954 7.042 12.631 0.119
O 10.007 8.109 3.456 -0.624
N 12.719 7.960 10.930 0.028
H 14.565 8.754 11.366 0.099
C 14.896 8.107 7.233 -0.222
N 8.698 11.149 8.323 0.134
N 10.449 7.344 5.920 -0.540
N 8.397 8.944 8.115 0.124
C 14.521 8.349 9.349 -0.397
H 13.149 8.362 12.963 0.103
N 9.424 7.195 9.254 0.156
H 9.153 5.219 7.509 0.083
H 10.292 8.694 10.510 0.038
H 8.222 9.740 10.935 0.082
Ag 11.917 7.901 7.461 0.639
H 6.322 8.166 6.921 0.066
N 7.837 6.765 7.562 -0.169
H 17.069 8.559 7.262 0.063
```

---

Record 3
DFT (the ωB97M-V functional and the def2-TZVPD basis) results for C10H12N2S in the gas phase in a non-equilibrium geometry.

Values from the calculation:
SMILES string: C=C1SC=C[C@@H]1c1cncn1CC
LUMO, eV: 0.71
Net charge: 0
Frontier orbital gap, eV: 8.9
ΔE to the lowest compared entry with this formula, charge and spin, kJ/mol: 227.57
HOMO energy, eV: -8.2

Structure (XYZ):
```
25
Properties=species:S:1:pos:R:3:lowdin_charge:R:1
S 3.158 0.458 0.940 0.866
H 0.573 1.715 -1.567 0.105
C 1.086 -0.193 -0.751 -0.261
C -2.226 1.661 -0.188 -0.045
C -2.071 -1.161 0.914 -0.193
H -0.411 -2.505 -1.317 0.104
H -0.420 1.706 1.184 0.117
C -0.714 -1.921 -0.479 -0.105
C 2.632 -2.070 0.033 -0.008
H 1.128 -0.703 -1.677 0.133
H -1.692 1.432 -1.157 0.089
C -0.234 -0.709 -0.194 -0.208
H 2.070 -2.769 -0.591 0.067
C 2.232 1.847 -0.145 -0.222
H -2.780 -1.112 1.619 0.095
H 3.434 -2.499 0.568 0.045
H -2.688 2.605 -0.123 0.055
H -1.919 1.289 1.922 0.118
C 1.237 1.304 -0.832 -0.160
C 2.304 -0.778 -0.044 -0.579
H 2.607 2.826 0.030 0.047
N -1.859 -2.244 0.255 0.099
N -1.084 -0.231 0.755 -0.043
H -2.996 0.893 -0.148 0.070
C -1.367 1.157 0.995 -0.188
```

---

Among the records above, which one has the lowest net charge?
C16H22AgN8OS